A 18-piece molecular cluster, C2H40O17S2 overall in a non-equilibrium geometry. Source: the OMol25 dataset; level of theory: ωB97M-V/def2-TZVPD.

Positions of all 61 atoms, in Å:
C 0.43910 -1.36346 -0.17401
C -0.33639 -2.58978 -0.35396
S 0.17502 -3.97248 0.66334
S 0.66908 -3.52474 2.47977
H 0.26688 -0.57208 0.60846
H 0.34798 -0.72606 -1.01308
H 1.56663 -1.40515 -0.02253
H -0.23111 -3.15591 -1.26677
H -1.47159 -2.64765 -0.33028
H -0.41835 -3.06773 3.14872
H -1.89761 1.27539 -1.94007
H -1.61042 0.93101 -3.63166
O -1.34375 1.33473 -2.74957
H 0.64003 2.52511 0.51927
H -0.22338 1.61044 1.09339
O 0.74259 1.60471 0.94786
H 1.63133 1.12491 -2.21292
H 1.26535 0.97622 -0.65515
O 1.80978 0.82224 -1.36152
H -1.64484 -1.15755 3.08861
H -2.70678 -1.76072 2.01296
O -2.04648 -1.90596 2.75645
H 3.95132 -1.25139 0.25795
H 4.18111 -2.42943 1.47016
O 4.06739 -1.44443 1.25310
H -1.12617 1.73746 2.77413
H -0.02543 0.74487 3.20327
O -0.96606 0.91023 3.23884
H -2.19434 -2.83762 -2.16369
H -1.68220 -3.89019 -3.00906
O -1.56554 -2.96236 -2.85175
H 4.05587 1.20074 2.34845
H 3.68404 -0.33563 2.38145
O 4.02609 0.45963 2.91737
H -4.65434 1.13203 0.71937
H -3.36476 1.63877 0.96222
O -3.89363 1.16264 0.27450
H -1.59755 3.72370 1.94874
H -2.17037 3.79466 0.38507
O -1.93997 3.26495 1.18755
H -1.75020 -1.74080 -4.19527
H -1.04169 -0.37323 -3.91424
O -1.60436 -0.88417 -4.65274
H -3.84339 -1.13727 -1.19564
H -4.18518 -1.90679 0.03673
O -3.70208 -1.99650 -0.72494
H 2.53808 0.35028 3.68268
H 1.70722 -0.80568 3.29453
O 1.58933 0.00101 3.79235
H 1.46416 2.51006 2.50835
H 2.28839 2.44689 3.92992
O 1.87617 2.93488 3.20224
H 1.39981 1.46176 -4.83922
H 0.61217 0.36992 -4.04392
O 1.40608 0.87617 -4.09460
H 3.89517 -0.84514 -2.87349
H 3.06922 -0.22777 -1.76391
O 3.87541 -0.62647 -1.91361
H -0.75188 3.15241 -1.97347
H -1.97799 3.88120 -1.88441
O -1.27299 3.58516 -1.28232

Force components x, y, z for each atom (eV/Å):
C 1.9 2.7 0.9
C -1.7 -2.0 1.2
S -0.7 -1.8 -1.3
S 1.3 1.1 2.4
H -0.9 -1.6 0.0
H -0.2 0.2 -1.3
H -1.3 -1.0 -0.5
H 1.0 0.7 -0.7
H 1.3 1.3 0.7
H -0.2 -0.4 -0.5
H -0.2 -0.5 -1.4
H -1.0 1.0 2.4
O 0.6 0.0 -1.0
H 1.3 -1.5 0.5
H 0.0 -1.1 0.4
O -1.6 3.2 -1.1
H -1.2 1.2 -2.0
H -2.4 1.0 2.3
O 3.7 -1.5 -0.7
H 0.9 3.3 0.5
H 1.7 0.4 1.7
O -2.8 -3.4 -2.2
H 0.4 -1.1 1.9
H -0.4 2.2 -1.1
O -0.1 -1.7 -1.4
H 0.0 -0.1 0.3
H 1.2 -0.1 0.3
O -1.3 0.1 -0.2
H -1.0 0.7 1.2
H 0.2 -0.9 -0.6
O 0.2 0.0 -1.2
H 0.0 1.1 -1.1
H 1.3 1.4 0.3
O -0.7 -1.9 1.0
H -5.3 -0.5 2.3
H 0.3 -0.3 -1.1
O 5.2 0.8 -1.3
H -0.1 1.1 -0.1
H 0.9 -0.3 1.4
O -0.6 -1.1 -0.5
H 0.1 0.3 -0.1
H -1.7 -2.6 -2.3
O 1.9 1.8 2.4
H 0.2 -1.0 0.7
H -1.9 0.2 3.0
O 1.6 0.8 -3.7
H -1.2 -0.1 0.2
H -0.5 -0.8 -0.2
O 1.2 0.6 0.0
H -0.9 -2.6 -1.7
H -0.7 -0.4 -1.0
O 1.7 3.1 2.8
H -0.3 0.2 -0.6
H -0.7 -0.3 -0.4
O 1.3 0.1 0.9
H 0.0 0.2 1.2
H -3.1 1.7 0.7
O 3.5 -2.2 -1.7
H 0.5 -0.4 0.3
H -0.1 0.2 0.5
O -0.4 0.5 -1.3

LUMO   -0.415 eV
Gap between HOMO and LUMO   7.53 eV
Charge   0
E   -59198.69640 eV
Molar mass   400.46 Da
ΔE to the lowest compared entry with this formula, charge and spin   6.963 eV
HOMO energy   -7.946 eV


A 19-piece molecular cluster, C2H41O18S overall in a non-equilibrium geometry. Source: the OMol25 dataset; level of theory: ωB97M-V/def2-TZVPD.

Positions of all 62 atoms, in Å:
C 2.62840 -3.24102 1.69661
C 1.16160 -3.73920 1.21030
S 0.20699 -4.19432 2.60546
H 2.63076 -3.21354 2.75297
H 2.82832 -2.15837 1.51627
H 3.37181 -3.89896 1.26715
H 1.28009 -4.72249 0.71730
H 0.79547 -3.16669 0.35990
H 3.77230 -2.11102 -0.58298
H 4.22098 -0.69125 -1.17486
O 4.46736 -1.61088 -1.01449
H -0.00062 3.20427 3.17986
H 0.88101 3.40840 1.95166
O 0.79487 3.69349 2.87572
H 2.36428 3.87380 -0.80600
H 1.66671 2.85186 0.02640
O 1.60189 3.78043 -0.19854
H -3.03371 -0.42905 0.77398
H -1.57354 0.30732 2.21096
O -1.53235 -0.34884 1.49598
H 1.42731 1.57203 -3.19886
H 2.07253 1.50461 -4.47144
O 1.77264 2.20835 -3.85215
H -1.01815 1.03562 -1.82617
H 0.21932 1.27106 -1.04074
O -0.05234 1.22555 -1.96520
H -0.71237 -1.36157 0.28098
H -1.00097 -0.94312 -1.18625
O -0.33781 -1.39117 -0.61875
H 3.45405 0.69143 1.35203
H 2.09716 0.85370 0.71360
O 3.00289 1.29955 0.74369
H -1.56163 0.85386 0.37382
H -2.64420 1.09852 -0.64601
O -1.90217 1.60171 -0.26438
H -0.75920 -3.24854 2.64066
H -2.64633 -2.74801 -0.21975
O -2.89130 -3.01682 -1.11906
H -4.11158 0.02365 -2.65630
H -4.06835 -0.12346 -1.06394
O -3.67995 -0.45518 -1.94276
H 3.63846 2.16596 -1.65155
H 2.94712 2.79169 -2.80505
O 3.78993 2.89677 -2.27519
H 1.29798 -1.84632 -3.12200
H 1.28703 -1.31961 -1.65823
O 1.86395 -1.53043 -2.41517
H -2.09141 2.29985 1.71176
H -2.74679 2.94049 2.82663
O -1.87656 2.57735 2.61730
H -0.79802 2.76148 -3.15086
H -1.90822 2.83580 -2.16201
O -1.73548 2.98880 -3.09736
H -3.21804 -2.69009 3.31832
H -3.61395 -2.34836 -1.16721
O -3.23332 -2.10057 2.56326
H -4.70007 -0.62818 0.97712
H -2.36280 -1.65990 2.42877
O -3.98183 -0.17059 0.54151
H 1.08569 0.46146 2.56158
H 0.10357 -0.01374 1.38572
O 1.06056 0.04245 1.67595

Force components x, y, z for each atom (eV/Å):
C -1.8 0.9 -1.4
C 3.0 -0.4 -0.9
S -1.7 0.2 0.9
H 0.2 -0.7 1.2
H -0.2 -0.8 -0.7
H 0.4 0.1 0.1
H 0.4 0.3 0.2
H -0.6 0.5 0.7
H -0.4 0.5 -0.2
H -0.5 -0.5 0.2
O 1.1 -0.1 0.0
H 0.5 0.6 -0.4
H 0.1 0.5 0.2
O -0.6 -0.8 0.2
H -0.3 0.1 0.3
H 0.2 -0.2 0.2
O 0.3 0.2 -0.6
H -0.9 -0.1 1.0
H -0.3 -0.4 0.0
O 0.1 0.5 0.1
H -0.7 0.6 0.5
H 0.2 1.1 0.0
O -0.1 -1.9 -0.7
H 1.3 0.5 -0.4
H 0.2 0.1 -0.2
O -0.4 -0.8 0.0
H 0.1 0.2 -0.2
H 0.5 -0.7 0.4
O -0.3 0.2 -0.4
H 0.0 0.4 -0.3
H 1.3 0.5 0.4
O -0.5 -0.6 -0.5
H -0.5 0.9 -0.6
H -0.1 0.6 0.1
O -0.2 -1.3 1.0
H 0.3 -0.1 -0.1
H 0.7 -0.7 0.0
O -1.1 1.1 1.0
H 0.0 0.0 0.0
H 0.4 -0.7 -1.0
O -0.5 0.8 0.6
H 0.6 0.3 0.2
H 1.2 0.4 0.0
O -1.3 -0.5 0.2
H -0.3 0.0 0.2
H -0.2 -0.2 -0.4
O 0.3 0.2 0.2
H 0.6 -0.1 -0.4
H 0.2 0.2 0.6
O -0.9 -0.2 -0.3
H 0.0 0.1 -0.1
H 0.0 0.2 0.1
O -0.2 0.1 -0.1
H 0.3 0.0 0.1
H 0.4 -0.6 -1.0
O -0.2 -0.1 -0.1
H 0.6 -0.5 0.5
H -0.4 0.0 0.1
O -0.1 0.8 -0.7
H -0.2 -0.3 -0.8
H 0.4 -0.3 0.8
O -0.6 0.1 0.4

LUMO   2.195 eV
Gap between HOMO and LUMO   8.96 eV
Charge   -1
E   -50432.42992 eV
Molar mass   385.40 Da
ΔE to the lowest compared entry with this formula, charge and spin   1.940 eV
HOMO energy   -6.770 eV


C2H42O21Sn as an isolated structure in a non-equilibrium geometry. Source: the OMol25 dataset; level of theory: ωB97M-V/def2-TZVPD.

Positions of all 66 atoms, in Å:
Sn 12.54755 17.95508 4.58203
O 11.09606 19.09754 2.87560
C 12.04776 19.64748 2.00399
C 13.44681 19.74834 2.62459
O 14.00705 18.45918 2.60316
H 11.61306 20.60805 1.75343
H 12.06092 19.08750 1.09352
H 13.37503 20.11511 3.60844
H 14.12232 20.40659 2.07723
O 9.13400 20.70207 1.48294
H 9.67982 20.94757 0.72056
H 9.82605 20.23638 1.90187
O 16.53530 21.88436 2.15959
H 15.67424 22.23213 2.51838
H 17.23579 22.46881 2.38285
O 8.86549 19.45986 4.30659
H 9.74487 19.43194 3.92864
H 8.89271 20.34214 4.58886
O 9.58622 17.16258 2.08775
H 9.44779 17.17452 1.11332
H 10.05313 18.00644 2.35749
O 16.14822 19.68023 3.59578
H 16.54134 20.44525 3.08264
H 15.28146 19.45442 3.17614
O 13.48004 19.49658 -1.19254
H 14.21323 19.78441 -0.64035
H 13.26551 18.60653 -0.93280
O 15.71868 19.20024 0.52106
H 16.52267 19.12645 1.07464
H 15.07133 18.83286 1.10905
O 14.49169 22.81779 3.40223
H 14.02098 23.63448 3.21507
H 14.40435 22.56537 4.30855
O 11.04972 20.74299 -0.77706
H 10.74732 21.48811 -1.32823
H 12.01346 20.71417 -0.84119
O 9.91359 17.78101 -0.51981
H 8.92710 17.66983 -0.64487
H 10.05253 18.70591 -0.37630
O 13.72203 22.04320 5.85614
H 14.35142 21.43214 6.22659
H 13.66025 22.81237 6.41893
O 11.28204 22.55243 3.40474
H 11.53339 21.63469 3.19670
H 12.07129 23.03207 3.14315
O 14.45952 19.22301 6.01582
H 14.86589 19.77177 6.68842
H 15.26283 18.71047 5.80151
O 13.57427 16.84926 0.29152
H 13.59998 17.36901 1.10450
H 14.33119 16.25348 0.39447
O 15.81853 16.80169 2.91537
H 15.19448 17.46654 2.72244
H 16.02847 16.36705 2.07569
O 11.61220 20.42552 5.39021
H 12.40566 20.96282 5.52112
H 10.98444 20.77506 5.97479
O 12.17408 16.26009 2.70506
H 11.71598 15.41191 2.68135
H 11.60711 16.79397 2.17111
O 10.46209 23.79916 0.51695
H 10.89440 22.98709 0.68519
H 11.23233 24.23750 0.20301
O 13.42767 22.27842 0.53575
H 14.09653 22.11970 -0.15991
H 13.55867 21.60575 1.19965

Force components x, y, z for each atom (eV/Å):
Sn -0.9 0.3 -3.0
O 2.2 -1.3 2.0
C -0.6 1.0 0.8
C -0.9 -0.9 -2.7
O -1.9 0.1 1.9
H 0.6 0.7 -0.5
H 0.5 -0.4 -0.8
H -0.2 1.0 1.6
H 0.0 0.3 0.0
O -0.4 0.9 -1.4
H -0.6 0.5 -0.5
H 0.6 -1.4 1.8
O -1.0 -0.8 -0.6
H 1.1 0.1 -0.1
H 0.7 0.9 0.3
O -0.1 -1.5 0.2
H 0.5 -0.5 -0.7
H -0.7 2.2 0.7
O 0.1 -0.3 -0.1
H 0.5 0.4 1.1
H -0.7 -0.7 -0.7
O 0.1 0.7 -0.2
H -0.7 -0.8 0.5
H 1.6 -0.1 0.5
O -0.2 1.3 -0.3
H 0.4 -0.5 0.0
H 0.1 -0.9 0.3
O 1.4 0.3 -0.1
H -0.4 0.3 -0.5
H -0.8 -0.6 0.5
O -0.1 0.5 -1.5
H 0.1 0.0 0.2
H -0.4 -0.1 1.2
O -0.9 0.7 -0.2
H 0.3 -0.5 0.3
H 0.3 -0.3 -0.2
O -1.9 -1.5 -0.7
H 1.7 0.5 0.0
H 0.1 1.3 0.0
O -0.1 0.1 -0.3
H 0.4 -0.1 0.2
H 0.0 0.3 0.4
O 0.4 -0.4 0.0
H -0.5 0.4 0.4
H -0.1 0.2 -0.2
O 0.9 -0.4 0.2
H -0.3 0.2 0.6
H -0.3 0.0 -0.8
O 0.3 -0.2 -0.4
H -0.1 0.0 0.4
H -0.3 0.1 -0.2
O 2.0 -2.5 0.2
H -1.1 1.4 -0.3
H 0.0 0.1 0.4
O 1.6 -1.4 -1.1
H -0.1 0.3 0.0
H -1.6 0.6 1.3
O 1.0 -0.7 1.5
H 0.0 -0.1 0.2
H -1.3 0.9 -1.0
O -0.8 0.7 -0.2
H 0.1 -2.0 0.7
H 0.8 1.4 -0.7
O 0.2 0.6 -0.9
H -0.4 0.1 0.7
H 0.2 -0.2 0.1

LUMO   -1.109 eV
Gap between HOMO and LUMO   8.53 eV
Charge   0
E   -51583.49384 eV
Molar mass   521.05 Da
ΔE to the lowest compared entry with this formula, charge and spin   1.595 eV
HOMO energy   -9.636 eV


C2H4AgB3FIO5P as an isolated structure in a non-equilibrium geometry. Source: the OMol25 dataset; level of theory: ωB97M-V/def2-TZVPD.

Positions of all 18 atoms, in Å:
O 0.23265 -0.03064 3.86377
C -0.02959 0.21853 2.74300
F -1.02650 -0.44046 2.10067
C 0.68770 1.22706 1.89371
B 0.05650 1.37563 0.47320
O -1.29819 1.43336 0.18993
B -1.63069 0.52375 -0.71931
O -0.79894 0.29962 -1.87883
B 0.50836 0.28480 -1.37044
P 1.72793 -1.25267 -1.56410
O 1.63747 -1.91272 -2.99863
I 0.94410 -2.79127 0.08744
O 0.89066 1.34872 -0.68329
H 1.68072 0.82451 1.76568
H 0.80783 2.15405 2.42906
H -2.62420 -0.14216 -0.56850
H 1.17814 -2.76135 -2.93427
Ag -2.94396 -0.35876 -2.82907

Force components x, y, z for each atom (eV/Å):
O -0.3 -0.2 -0.6
C 0.6 0.5 1.8
F -0.2 -0.3 -0.4
C -0.7 -0.6 -1.1
B 0.6 1.8 0.5
O 0.3 -0.5 0.5
B -0.8 0.4 -0.8
O 0.0 -1.4 1.2
B -0.5 1.2 -2.0
P 0.2 -0.7 0.4
O -0.4 0.3 0.4
I 0.3 0.6 -0.3
O 0.6 -0.8 1.3
H 0.6 0.0 0.0
H -0.1 0.4 0.3
H -0.2 0.0 -0.4
H 0.2 -0.6 -0.6
Ag -0.3 -0.1 -0.2

LUMO (alpha / beta)   -9.159 / -11.073 eV
Gap between HOMO and LUMO (alpha / beta)   8.09 / 6.18 eV
Charge   +2
E   -38498.90705 eV
Spin multiplicity   2
⟨S²⟩   0.76
Molar mass   425.23 Da
ΔE to the lowest compared entry with this formula, charge and spin   0.000 eV
HOMO energy (alpha / beta)   -17.252 / -17.253 eV


> molar mass of number 2 (C2H41O18S)?

385.40 Da


> Number 3 is which compound?

C2H42O21Sn


> Number 1 is which compound?

C2H40O17S2